Below is 10 unconnected molecules or ions with the total composition C48H123N7O20 at a distorted geometry, with properties calculated with wB97M-V/def2-TZVPD.

Properties
SMILES string: COCCNCCOC.COCCNCCOC.COCCNCCOC.COCCNCCOC.COCCNCCOC.COCCNCCOC.COCCNCCOC.OCCO.OCCO.OCCO
energy relative to the best compared isomer or geometry (same formula, charge and spin): 4.5872 eV
frontier orbital gap: 8.581 eV
2S+1: 1

Each line ends with the Mulliken charge.
CARTESIAN COORDINATES (ANGSTROEM)
C (3.819, -4.509, 0.164)  0.319
C (5.347, -4.178, 0.377)  -0.359
O (5.489, -4.003, 1.789)  -0.603
O (3.321, -5.540, 0.970)  -0.676
H (3.549, -4.793, -0.853)  0.274
H (3.192, -3.661, 0.442)  -0.348
H (5.551, -3.301, -0.237)  0.126
H (5.967, -4.970, -0.044)  0.404
H (4.898, -3.297, 2.062)  0.372
H (2.914, -5.080, 1.708)  0.578
C (2.412, 3.666, 4.652)  -0.679
C (2.569, 2.193, 4.136)  -0.012
O (2.141, 2.038, 2.737)  -0.235
O (1.159, 4.168, 4.134)  -0.540
H (3.236, 4.217, 4.199)  0.303
H (2.495, 3.852, 5.723)  0.382
H (2.017, 1.513, 4.784)  0.075
H (3.623, 1.928, 4.212)  0.278
H (2.722, 2.530, 2.152)  0.171
H (1.132, 3.695, 3.299)  0.329
C (1.265, -0.379, 0.458)  0.332
C (0.199, -0.860, -0.533)  0.736
O (0.495, -0.413, -1.860)  -0.017
O (2.451, -1.147, 0.253)  -0.002
H (0.869, -0.511, 1.465)  -0.562
H (1.470, 0.689, 0.385)  -0.001
H (-0.803, -0.550, -0.238)  -0.694
H (0.047, -1.938, -0.575)  0.107
H (1.312, -0.834, -2.138)  -0.459
H (2.671, -0.950, -0.661)  -0.581
C (-5.931, 0.439, -8.121)  -0.859
O (-5.179, 0.319, -6.920)  -0.283
C (-5.566, 1.461, -6.097)  -0.662
C (-5.193, 1.205, -4.674)  -0.115
N (-3.953, 0.414, -4.670)  -0.255
C (-3.667, 0.160, -3.264)  -0.474
C (-2.707, -1.067, -3.142)  1.140
O (-3.296, -2.075, -3.968)  -0.490
C (-2.909, -3.363, -3.496)  -0.507
H (-5.300, 0.065, -8.928)  0.248
H (-6.335, 1.408, -8.415)  0.354
H (-6.727, -0.305, -8.132)  0.297
H (-6.637, 1.668, -6.075)  0.332
H (-5.055, 2.305, -6.560)  0.369
H (-5.965, 0.658, -4.133)  0.189
H (-5.019, 2.174, -4.205)  0.247
H (-3.291, 1.171, -4.765)  0.285
H (-4.581, -0.173, -2.772)  -0.427
H (-3.271, 1.010, -2.708)  0.591
H (-2.625, -1.302, -2.081)  -0.808
H (-1.730, -0.802, -3.544)  0.137
H (-3.069, -3.496, -2.426)  0.150
H (-1.867, -3.611, -3.697)  0.138
H (-3.525, -4.107, -4.002)  0.315
C (-8.500, 1.513, -2.507)  -0.891
O (-7.343, 0.999, -1.872)  -0.085
C (-7.587, 0.647, -0.496)  -1.039
C (-6.249, 0.101, 0.142)  -0.217
N (-5.731, -1.139, -0.457)  -0.416
C (-4.321, -1.407, -0.198)  0.799
C (-4.103, -1.918, 1.228)  -1.098
O (-2.681, -1.957, 1.468)  -0.041
C (-2.389, -2.362, 2.808)  -0.612
H (-9.286, 0.760, -2.568)  0.331
H (-8.179, 2.069, -3.388)  0.237
H (-8.862, 2.303, -1.850)  0.340
H (-8.392, -0.088, -0.483)  0.520
H (-7.971, 1.510, 0.049)  0.358
H (-6.272, 0.028, 1.229)  0.423
H (-5.654, 0.930, -0.241)  0.035
H (-6.089, -1.329, -1.382)  0.419
H (-3.780, -0.474, -0.357)  -0.460
H (-3.890, -2.142, -0.878)  0.180
H (-4.547, -2.906, 1.345)  0.392
H (-4.565, -1.242, 1.948)  0.416
H (-2.548, -1.526, 3.489)  0.235
H (-1.351, -2.694, 2.822)  -0.027
H (-3.004, -3.208, 3.118)  0.401
C (2.404, -4.932, 4.135)  -0.628
O (1.933, -4.323, 2.975)  -0.676
C (1.548, -2.950, 3.154)  0.321
C (2.663, -1.890, 3.449)  0.055
N (3.868, -2.035, 2.609)  1.407
C (4.899, -1.105, 3.129)  -0.232
C (5.714, -1.612, 4.381)  -0.191
O (6.419, -0.518, 4.850)  -0.386
C (7.090, -0.650, 6.111)  -0.816
H (2.384, -6.021, 4.172)  0.400
H (1.726, -4.606, 4.924)  0.223
H (3.351, -4.453, 4.385)  0.048
H (0.742, -2.943, 3.888)  0.091
H (1.174, -2.773, 2.145)  -0.289
H (2.927, -1.932, 4.506)  0.638
H (2.070, -0.976, 3.412)  -0.882
H (3.441, -1.508, 1.860)  -0.468
H (4.599, -0.072, 3.304)  0.096
H (5.716, -0.951, 2.424)  0.568
H (6.441, -2.304, 3.957)  0.440
H (5.077, -2.120, 5.105)  -0.162
H (7.397, -1.660, 6.382)  0.321
H (6.594, -0.290, 7.012)  0.284
H (7.953, 0.003, 5.983)  0.299
C (0.995, 0.548, -5.682)  -0.975
O (2.344, 0.609, -5.600)  0.147
C (3.044, 0.805, -6.838)  -0.704
C (4.568, 0.650, -6.450)  -0.942
N (5.095, 1.748, -5.697)  -0.080
C (5.388, 2.793, -6.656)  -0.405
C (6.060, 3.902, -5.894)  -0.547
O (6.132, 5.081, -6.675)  -0.378
C (7.133, 5.159, -7.713)  -0.675
H (0.546, 1.411, -6.174)  0.384
H (0.518, 0.450, -4.707)  0.002
H (0.749, -0.390, -6.180)  0.390
H (2.817, 1.754, -7.325)  0.393
H (2.819, -0.031, -7.499)  0.478
H (5.174, 0.448, -7.334)  0.481
H (4.760, -0.277, -5.910)  0.261
H (4.323, 2.046, -5.117)  0.366
H (4.513, 3.278, -7.090)  0.186
H (6.110, 2.512, -7.423)  0.481
H (7.026, 3.557, -5.527)  0.410
H (5.468, 4.044, -4.990)  0.055
H (7.205, 6.117, -8.228)  0.269
H (6.873, 4.430, -8.481)  0.267
H (8.130, 4.961, -7.319)  0.300
C (-0.780, 0.731, 4.273)  -1.293
O (-0.320, -0.520, 4.878)  0.368
C (-0.626, -0.629, 6.242)  -0.693
C (-0.476, -1.987, 6.891)  -0.891
N (0.884, -2.217, 7.360)  -0.255
C (0.998, -3.379, 8.213)  -0.687
C (2.512, -3.628, 8.505)  -0.725
O (3.255, -3.640, 7.255)  -0.158
C (4.667, -3.879, 7.392)  -0.897
H (-0.638, 0.796, 3.194)  0.042
H (-0.264, 1.562, 4.754)  0.556
H (-1.821, 1.020, 4.420)  0.504
H (-1.682, -0.441, 6.435)  0.393
H (-0.042, 0.089, 6.817)  0.251
H (-0.795, -2.858, 6.318)  0.383
H (-1.088, -1.927, 7.791)  0.510
H (1.535, -2.331, 6.596)  0.170
H (0.624, -4.273, 7.714)  0.337
H (0.475, -3.369, 9.169)  0.409
H (2.674, -4.549, 9.064)  0.432
H (2.928, -2.864, 9.162)  0.400
H (5.088, -2.966, 7.813)  0.344
H (5.106, -4.011, 6.403)  0.227
H (4.884, -4.716, 8.056)  0.379
C (1.284, -3.894, -3.245)  -1.030
O (1.893, -2.735, -2.667)  0.049
C (3.167, -2.487, -3.354)  -0.888
C (3.910, -1.220, -2.781)  -1.269
N (3.123, 0.021, -2.834)  1.450
C (3.863, 1.180, -2.328)  -0.848
C (3.129, 2.514, -2.681)  -1.174
O (3.233, 2.856, -4.032)  -0.065
C (2.595, 4.088, -4.340)  -1.087
H (1.194, -3.907, -4.331)  0.372
H (0.317, -4.087, -2.779)  0.210
H (1.760, -4.830, -2.955)  0.307
H (2.951, -2.278, -4.401)  0.419
H (3.826, -3.347, -3.236)  0.524
H (4.846, -1.086, -3.323)  0.674
H (4.247, -1.473, -1.776)  0.586
H (3.149, 0.199, -3.827)  -0.848
H (4.872, 1.180, -2.740)  0.509
H (3.960, 1.080, -1.246)  0.337
H (3.517, 3.330, -2.071)  0.595
H (2.104, 2.318, -2.366)  0.370
H (3.123, 4.440, -5.226)  0.359
H (2.776, 4.830, -3.562)  0.373
H (1.518, 4.014, -4.489)  0.214
C (-10.158, 5.221, 2.980)  -0.770
O (-9.200, 5.025, 1.876)  -0.328
C (-8.030, 4.226, 2.204)  -0.431
C (-7.019, 4.376, 0.968)  -1.016
N (-5.994, 3.312, 0.991)  0.221
C (-5.077, 3.363, 2.077)  -1.262
C (-3.880, 2.446, 1.821)  0.137
O (-3.243, 2.815, 0.587)  -0.456
C (-2.048, 2.116, 0.358)  -0.382
H (-10.961, 5.909, 2.715)  0.272
H (-9.693, 5.584, 3.897)  0.305
H (-10.638, 4.303, 3.319)  0.313
H (-8.256, 3.186, 2.442)  0.329
H (-7.512, 4.598, 3.088)  0.402
H (-6.622, 5.389, 0.911)  0.414
H (-7.529, 4.292, 0.008)  0.356
H (-5.554, 3.113, 0.104)  0.208
H (-5.539, 3.070, 3.019)  0.361
H (-4.651, 4.347, 2.276)  0.354
H (-4.247, 1.421, 1.862)  -0.165
H (-3.122, 2.483, 2.603)  0.576
H (-1.291, 2.236, 1.133)  0.469
H (-1.766, 2.230, -0.689)  0.258
H (-2.189, 1.039, 0.444)  -0.163